Molecular formula: C6H10NO2S
Method: DFT, the ωB97M-V functional and the def2-TZVPD basis

Last column: Löwdin charge in e.
Positions of all 20 atoms, in Å:
C (-0.3888, -0.9406, -1.8598)  -0.18
C (-1.2650, -0.1290, -1.3322)  -0.15
C (0.9287, -1.4355, -1.2281)  -0.30
C (0.5694, 0.0747, 1.5928)  -0.07
C (0.0386, -1.2911, 1.3779)  -0.38
C (-0.0352, 1.1143, 0.4637)  -0.57
N (-1.2111, 0.4668, -0.0697)  0.07
O (0.9450, 1.4757, -0.4457)  0.03
O (-0.5707, 2.2097, 1.2156)  0.04
S (0.1793, -2.3533, 0.2064)  1.19
H (-0.7769, -1.5523, -2.6827)  0.12
H (-2.2587, 0.0014, -1.8321)  0.16
H (1.4851, -2.2167, -1.8770)  0.13
H (1.5270, -0.5740, -0.9133)  0.08
H (0.2831, 0.5510, 2.5408)  0.14
H (1.6183, 0.1523, 1.4643)  0.12
H (-0.3658, -1.8026, 2.2640)  0.10
H (-1.9586, 1.1825, -0.0421)  0.16
H (1.0705, 2.4835, -0.5414)  0.19
H (0.1857, 2.5832, 1.6985)  0.12

Atomic forces in eV per Å
C 1.47 -2.63 -1.28
C -1.91 0.96 0.87
C -0.98 -0.50 -0.84
C -1.03 1.77 -1.68
C 0.22 0.18 2.13
C 0.24 -0.35 2.75
N -1.38 1.57 -1.24
O 0.21 1.95 -0.16
O 1.09 -0.56 -1.03
S 0.96 -0.14 -1.45
H 0.49 0.51 -0.02
H 1.11 -0.11 0.48
H -0.93 1.51 1.19
H 0.24 -0.62 0.09
H -0.01 -0.83 -0.17
H 1.25 -0.35 0.12
H -0.36 0.39 -0.34
H 0.42 -0.66 0.31
H -0.68 -2.25 0.27
H -0.42 0.16 0.01

For the largest force on an atom, the calculation gives 0.064 hartree/bohr. For the total energy, the calculation gives -837.721958 hartree. For the HOMO energy (alpha / beta), the calculation gives -0.4788 / -0.4788 hartree. The total charge is +1. Its HOMO-LUMO gap (alpha / beta) is 7.85 / 7.85 eV. Its spin multiplicity is 1. The energy above the lowest of the compared OMol25 structures with the same formula, charge and spin comes out at 43.3 kcal per mole. The calculation puts the LUMO energy (alpha / beta) at -5.2 / -5.2 eV.

---

Molecular formula: C33H74B2F23N7O13P
Method: DFT, the ωB97M-V functional and the def2-TZVPD basis

Last column: Löwdin charge in e.
Positions of all 153 atoms, in Å:
C (-1.4107, 2.7399, 0.5779)  0.06
C (-1.3642, 4.2905, 0.7085)  -0.29
O (-0.7239, 5.0208, 0.0052)  0.14
N (-2.3732, 4.9180, 1.7163)  0.09
H (-3.0415, 4.2961, 2.1486)  0.15
H (-1.8603, 5.2223, 2.5314)  0.16
C (-3.0253, 6.1085, 1.1884)  -0.01
H (-1.4296, 2.3443, -0.4376)  0.11
H (-2.2244, 2.3494, 1.1890)  0.06
H (-0.4916, 2.3577, 1.0220)  0.08
H (-3.5740, 6.5171, 2.0370)  0.11
H (-3.6849, 5.8432, 0.3621)  0.12
H (-2.3702, 6.9523, 0.9718)  0.11
C (8.9905, -1.5715, 1.2321)  -0.06
C (7.8777, -0.6784, 0.7579)  -0.55
O (7.1292, -0.1033, 1.5548)  -0.08
N (7.5750, -0.5503, -0.7544)  -0.01
H (7.8750, 0.3108, -1.1886)  0.14
H (8.1733, -1.0502, -1.3965)  0.15
C (6.1572, -0.8238, -1.0936)  -0.03
H (8.5523, -2.5652, 1.1385)  0.07
H (8.9882, -1.5166, 2.3207)  0.08
H (9.9584, -1.2645, 0.8359)  0.07
H (6.0254, -1.8650, -0.7995)  0.10
H (6.2675, -0.6369, -2.1618)  0.08
H (5.5590, -0.1311, -0.5015)  0.09
C (-1.1536, -4.1276, -2.5850)  0.03
C (-0.5794, -4.9643, -1.4675)  -0.33
O (-0.8979, -4.9936, -0.2792)  0.17
N (0.5792, -5.9120, -1.8272)  0.09
H (0.1970, -6.6659, -1.2743)  0.16
H (0.6371, -6.3141, -2.7519)  0.17
C (1.9474, -5.5331, -1.2617)  0.04
H (-0.3178, -3.5284, -2.9462)  0.10
H (-2.0281, -3.5181, -2.3573)  0.10
H (-1.5561, -4.7147, -3.4105)  0.10
H (1.9339, -4.9133, -0.3652)  0.09
H (2.4043, -4.9377, -2.0522)  0.10
H (2.4456, -6.4927, -1.1236)  0.11
C (2.5618, -0.9254, -7.5696)  0.03
C (2.3825, -0.3951, -6.1323)  -0.31
O (1.2340, -0.1255, -5.7202)  0.12
N (3.5771, -0.0272, -5.2530)  0.10
H (4.4150, -0.4756, -5.5951)  0.17
H (3.7698, 0.9435, -5.4547)  0.09
C (3.2682, -0.2504, -3.7921)  0.02
H (3.0841, -0.1232, -8.0909)  0.10
H (1.5394, -0.9287, -7.9475)  0.09
H (2.9730, -1.9324, -7.6405)  0.09
H (2.5191, 0.4682, -3.4599)  0.09
H (4.2016, -0.0082, -3.2839)  0.09
H (2.9170, -1.2758, -3.6764)  0.09
C (3.2523, -1.1043, 4.4864)  0.03
C (2.0430, -0.5065, 5.2060)  -0.33
O (1.8065, -0.4884, 6.4229)  0.14
N (1.0443, -0.0978, 4.1891)  0.07
H (0.5930, 0.7740, 4.4267)  0.13
H (1.5328, 0.0430, 3.3164)  0.09
C (-0.0496, -1.0702, 3.8474)  0.04
H (3.3145, -2.0986, 4.9287)  0.10
H (4.1853, -0.5706, 4.6674)  0.09
H (3.1526, -1.2415, 3.4097)  0.07
H (-0.6462, -0.4207, 3.2069)  0.08
H (-0.6030, -1.2338, 4.7722)  0.12
H (0.4819, -1.9927, 3.6139)  0.12
C (-9.4652, 0.5840, 0.5428)  0.03
C (-8.1437, -0.0460, 0.0362)  -0.33
O (-7.7294, 0.0747, -1.0849)  0.19
N (-7.2479, -0.5511, 1.1882)  0.12
H (-7.1303, 0.2040, 1.8486)  0.12
H (-7.7030, -1.3134, 1.6698)  0.17
C (-5.8993, -1.1118, 0.7385)  0.02
H (-9.2362, 1.4981, 1.0907)  0.09
H (-10.1398, -0.0216, 1.1480)  0.09
H (-9.9721, 0.8840, -0.3743)  0.09
H (-5.4676, -1.4230, 1.6898)  0.09
H (-5.3730, -0.4322, 0.0683)  0.09
H (-5.9821, -1.9921, 0.1011)  0.11
C (2.1299, 3.8333, 0.7522)  0.02
C (3.4559, 4.1083, 1.4286)  -0.32
O (4.2507, 5.0187, 1.2415)  0.15
N (3.9184, 2.8169, 2.1363)  0.10
H (3.8445, 2.8861, 3.1412)  0.17
H (3.4360, 1.9730, 1.8620)  0.08
C (5.4620, 2.6200, 2.0214)  0.03
H (1.9795, 4.7311, 0.1527)  0.09
H (1.3094, 3.7620, 1.4662)  0.08
H (2.2332, 2.9935, 0.0651)  0.09
H (5.7473, 2.5298, 0.9733)  0.10
H (5.4956, 1.6190, 2.4516)  0.08
H (5.9984, 3.3754, 2.5958)  0.10
C (4.4938, 3.5154, -4.9339)  -0.34
O (3.4557, 3.2408, -3.8790)  -0.19
O (4.3557, 2.6784, -6.0738)  -0.28
C (4.6541, 5.1838, -5.1759)  -0.52
F (5.9300, 5.5726, -5.2084)  0.12
F (4.1563, 5.5559, -6.3454)  0.13
F (4.0154, 5.9417, -4.2026)  0.08
C (2.0180, 3.3373, -4.1392)  -0.22
C (1.3153, 3.2296, -2.7572)  -0.06
H (0.2600, 3.4307, -2.9418)  0.08
H (1.4944, 2.2824, -2.2483)  0.05
H (1.5468, 4.0360, -2.0614)  0.05
H (1.7152, 2.5855, -4.8680)  0.09
H (1.8599, 4.3262, -4.5694)  0.11
H (5.3461, 3.1934, -4.3356)  0.11
C (1.6743, -0.3839, 0.4955)  -0.33
O (0.3014, -0.5868, 0.9914)  -0.14
O (2.3127, 0.4488, 1.4890)  -0.25
C (2.1560, -1.7321, -0.1047)  -0.56
F (3.4729, -1.6725, -0.3790)  0.11
F (1.8687, -2.7754, 0.6447)  0.17
F (1.6707, -1.9866, -1.3604)  0.09
C (-0.7850, -0.8021, 0.1036)  -0.22
C (-2.0875, -0.6879, 0.9607)  -0.02
H (-2.0658, -1.5636, 1.6094)  0.06
H (-2.4878, 0.2476, 1.3514)  0.06
H (-2.9258, -0.9396, 0.3111)  0.06
H (-0.6915, -1.7505, -0.4253)  0.09
H (-0.6971, -0.0950, -0.7213)  0.11
H (1.5970, 0.1871, -0.4298)  0.12
C (-3.8342, -4.2916, 4.3373)  -0.49
O (-4.9771, -5.1270, 4.0709)  -0.10
O (-3.1588, -4.9109, 5.3868)  -0.25
C (-3.0716, -3.8205, 3.0762)  -0.63
F (-3.7750, -3.1785, 2.3056)  0.22
F (-1.9840, -3.1099, 3.4216)  0.11
F (-2.5642, -4.8465, 2.2471)  0.05
C (-6.2239, -4.6111, 3.5800)  -0.30
C (-6.6346, -5.4239, 2.4000)  -0.10
H (-7.4824, -4.8554, 2.0176)  0.06
H (-5.8388, -5.3980, 1.6556)  0.07
H (-6.8595, -6.4712, 2.6017)  0.08
H (-6.3485, -3.5503, 3.3627)  0.09
H (-6.8950, -4.8116, 4.4152)  0.11
H (-4.3255, -3.3552, 4.6017)  0.12
P (-3.9207, -0.5179, -3.5790)  0.18
F (-5.1295, 0.5476, -3.3408)  -0.19
F (-4.8709, -1.7014, -3.0008)  -0.17
F (-4.3577, -0.8425, -5.1747)  -0.20
F (-2.5457, -1.4098, -3.6174)  -0.19
F (-3.1073, 0.7671, -4.1056)  -0.18
F (-3.5291, -0.0592, -2.1033)  -0.18
B (-0.9907, 2.5903, 4.0983)  -1.49
F (-1.7777, 1.6090, 3.5911)  0.19
F (-0.7933, 2.3760, 5.4471)  0.15
F (0.1818, 2.6756, 3.3900)  0.13
F (-1.5361, 3.8009, 4.0042)  0.19
B (-5.3997, 2.0894, 2.4163)  -1.38
F (-4.6754, 2.9178, 3.2340)  0.15
F (-6.4371, 2.8251, 1.9536)  0.15
F (-4.6211, 1.6165, 1.3324)  0.10
F (-5.9346, 1.0045, 3.0876)  0.13

Atomic forces in eV per Å
C 0.00 1.14 1.26
C 0.04 -1.67 -2.08
O -0.95 -0.30 1.59
N 1.52 0.49 -0.53
H -0.60 -1.14 -0.12
H 0.79 -0.24 0.60
C -1.16 1.28 0.33
H -0.27 0.65 -0.15
H -0.05 -0.07 -0.22
H 0.13 -0.02 0.22
H -0.62 -0.24 -0.19
H 0.14 0.19 0.12
H 0.52 -0.71 -0.51
C -1.32 0.24 -0.15
C 1.59 -0.65 -0.41
O -2.06 1.66 0.41
N 1.10 -0.19 1.01
H -0.55 2.00 0.49
H 0.29 -1.73 0.55
C 1.51 0.21 -0.04
H 1.29 -0.83 -0.74
H 0.23 0.68 -0.06
H 0.20 -0.96 -0.10
H -0.53 0.18 -0.28
H -1.56 -0.20 -0.27
H -0.17 -0.23 -0.37
C 0.21 -0.51 0.00
C -2.66 1.60 3.21
O 1.53 -0.15 -4.25
N -0.26 -0.10 1.76
H 0.35 -0.82 0.55
H 0.02 0.56 -0.73
C -0.06 -0.12 -1.14
H -0.15 0.30 -0.25
H 0.42 0.25 0.81
H 0.51 -0.50 -0.15
H -0.68 -0.40 0.02
H 0.25 -0.18 0.12
H 0.28 0.37 0.13
C -0.43 0.89 1.35
C -4.60 0.85 0.28
O 4.90 -1.01 -0.73
N -2.02 -1.75 -0.28
H 0.28 -0.52 0.13
H 0.53 3.13 -0.41
C 0.57 0.45 -0.45
H 0.50 -0.38 -0.30
H 0.12 -0.14 0.00
H 0.41 0.30 -0.02
H 0.00 -0.14 -0.34
H -0.18 -0.35 0.23
H 0.21 0.19 0.22
C -0.20 -0.47 0.82
C -0.34 -0.72 2.69
O 0.82 0.26 -4.51
N 0.02 0.36 0.97
H -0.22 0.67 0.48
H 0.58 0.56 -1.35
C 0.07 0.45 1.92
H 0.44 -0.06 0.09
H -0.12 0.03 0.27
H -0.35 0.39 0.04
H -0.11 -1.29 -0.67
H -0.07 -0.09 -0.05
H -0.77 0.09 -0.98
C 0.53 -0.29 -0.93
C -0.36 1.77 -0.71
O -0.39 -1.00 2.38
N 0.35 -1.17 -2.67
H 0.62 0.80 0.78
H -0.49 -0.14 0.30
C -0.22 -0.23 -0.02
H 0.27 -0.03 0.13
H 0.36 -0.28 0.00
H -0.12 -0.05 0.14
H 0.72 0.45 -0.37
H 0.09 0.53 0.85
H -0.87 -0.15 0.24
C 0.66 2.00 0.08
C 1.26 0.45 -1.83
O -2.31 -2.73 1.28
N 2.91 2.26 0.47
H -0.76 0.29 0.44
H -1.12 -1.20 -0.89
C -1.49 -1.28 -0.02
H -0.30 -0.09 -0.08
H 0.16 -0.53 0.03
H -0.10 -0.29 0.41
H -0.05 0.35 0.23
H 0.99 0.07 0.02
H -0.25 -0.10 -0.28
C -1.32 -1.73 -1.27
O 0.02 0.12 -0.49
O -0.13 1.81 2.82
C -1.16 -1.62 0.30
F 0.41 -0.26 0.58
F -0.61 0.04 -0.31
F 0.70 -0.92 -0.80
C 1.78 0.73 0.96
C -0.16 0.59 -1.12
H -0.29 -0.69 0.05
H -0.22 -0.14 -0.15
H 0.69 0.06 -0.27
H -0.20 -0.12 0.14
H -0.41 0.01 -0.07
H 0.52 0.55 0.00
C -1.85 3.00 1.53
O 1.84 -0.25 0.08
O -0.25 -2.91 -1.76
C 0.83 1.22 0.25
F 0.78 -0.33 0.73
F 0.23 -0.88 0.29
F -1.01 0.07 0.30
C -0.44 1.13 0.27
C -0.09 -1.52 -1.87
H 0.00 0.66 0.68
H 1.10 0.04 0.50
H 0.05 -0.20 -0.56
H -0.34 -0.54 0.40
H -0.36 0.55 -0.06
H -0.11 0.51 -0.43
C 0.88 -1.84 4.23
O -0.42 0.17 -1.72
O -0.66 2.09 -3.39
C 3.42 -5.78 3.04
F -3.89 4.19 -3.91
F 0.32 0.56 0.06
F 0.02 0.13 0.78
C 0.83 -1.43 1.58
C -0.11 0.55 -0.76
H -0.51 -0.60 -0.55
H 0.02 0.03 -0.12
H -0.15 0.21 0.18
H 0.84 0.37 -0.02
H -0.51 0.17 0.04
H -0.04 1.14 0.48
P -1.20 2.67 -0.73
F -1.52 -0.64 -1.19
F 0.94 -0.27 -0.63
F 0.58 -0.30 2.21
F -0.90 -0.63 -0.48
F 1.15 -0.13 -0.96
F 1.17 -0.93 2.04
B -0.30 -0.69 1.51
F -0.70 -1.24 -0.88
F 0.99 -0.86 0.88
F 2.45 -0.54 -1.00
F -2.04 3.51 -0.83
B 0.73 0.11 -0.42
F 1.30 0.47 0.65
F -1.91 0.94 -1.28
F 0.26 0.02 0.01
F -0.40 -1.36 0.63

For the largest force on an atom, the calculation gives 0.143 hartree/bohr. For the total energy, the calculation gives -5351.258821 hartree. For the HOMO energy (alpha / beta), the calculation gives -0.1920 / -0.1920 hartree. The total charge is 0. Its HOMO-LUMO gap (alpha / beta) is 3.48 / 3.47 eV. Its spin multiplicity is 2. The calculation puts the LUMO energy (alpha / beta) at -1.7 / -1.8 eV. The expectation value of S² is 0.75.

---

Molecular formula: C15H26F3O9S
Method: DFT, the ωB97M-V functional and the def2-TZVPD basis

Last column: Löwdin charge in e.
Positions of all 54 atoms, in Å:
C (4.2299, -4.7983, 0.3515)  -0.07
C (3.9682, -3.3888, 0.8750)  -0.26
O (3.0337, -2.6897, 0.0720)  -0.10
C (3.5665, -2.0526, -1.0464)  -0.21
O (3.2707, -0.6713, -1.0761)  0.08
C (2.0046, -0.3090, -1.3779)  -0.59
O (1.0102, -0.8555, -0.9884)  0.15
O (2.0541, 0.7486, -2.1762)  0.04
C (0.9711, 1.6877, -2.0145)  -0.13
C (0.9061, 2.3186, -0.6174)  -0.15
C (-0.5006, 2.2793, 0.0128)  -0.20
C (-0.6369, 1.2244, 1.1115)  -0.21
C (-2.0773, 1.0838, 1.6333)  -0.21
C (-2.7694, -0.1949, 1.1577)  -0.22
C (-4.2930, -0.1064, 1.2716)  -0.18
C (-4.9977, -1.4248, 0.9493)  -0.16
O (-6.0097, -1.1971, -0.0453)  -0.01
C (-6.5257, -2.2817, -0.6408)  -0.55
C (-7.7032, -1.9230, -1.5027)  0.01
O (-6.0908, -3.3983, -0.5052)  0.10
H (3.3960, -5.4489, 0.6241)  0.07
H (4.3064, -4.7920, -0.7372)  0.07
H (5.1387, -5.2258, 0.7813)  0.07
H (4.8958, -2.8150, 0.9842)  0.12
H (3.5120, -3.4460, 1.8666)  0.12
H (4.6602, -2.0969, -1.0314)  0.14
H (3.2008, -2.5193, -1.9688)  0.15
H (0.0214, 1.2195, -2.2905)  0.12
H (1.1774, 2.4568, -2.7594)  0.13
H (1.6067, 1.8272, 0.0618)  0.12
H (1.2471, 3.3513, -0.6804)  0.10
H (-1.2684, 2.1040, -0.7520)  0.11
H (-0.7237, 3.2590, 0.4495)  0.11
H (0.0626, 1.4637, 1.9185)  0.12
H (-0.3068, 0.2634, 0.7037)  0.09
H (-2.6606, 1.9410, 1.2701)  0.11
H (-2.1089, 1.1340, 2.7265)  0.11
H (-2.4235, -1.0305, 1.7774)  0.12
H (-2.4926, -0.4067, 0.1193)  0.12
H (-4.5631, 0.2340, 2.2764)  0.11
H (-4.6508, 0.6598, 0.5769)  0.12
H (-4.2787, -2.1609, 0.5835)  0.12
H (-5.4721, -1.8403, 1.8416)  0.13
H (-7.3938, -1.2121, -2.2707)  0.09
H (-8.0664, -2.8300, -1.9808)  0.08
H (-8.4916, -1.4664, -0.9048)  0.09
C (5.2753, 3.5952, -0.2230)  -0.67
F (6.4878, 4.0962, -0.5220)  0.10
F (4.7203, 3.1819, -1.3768)  0.10
F (5.4746, 2.5013, 0.5347)  0.10
S (4.2127, 4.8364, 0.6347)  0.43
O (4.1264, 5.8994, -0.3431)  -0.34
O (4.9752, 5.1346, 1.8264)  -0.34
O (2.9925, 4.0812, 0.8403)  -0.34

Atomic forces in eV per Å
C -0.18 0.02 0.11
C -0.05 -0.09 0.27
O 0.05 0.04 -0.06
C 0.04 -0.19 0.14
O 0.09 -0.08 -0.35
C 0.00 -0.09 -0.05
O -0.02 -0.13 -0.05
O 0.19 0.37 0.38
C -0.32 0.28 -0.17
C -0.34 0.04 -0.07
C 0.11 0.11 0.18
C 0.04 -0.25 -0.07
C 0.00 0.17 -0.22
C -0.17 0.06 0.33
C 0.01 0.09 -0.15
C 0.49 0.03 0.23
O -0.21 0.05 0.08
C 0.14 -0.15 0.00
C 0.06 -0.12 -0.23
O -0.11 0.14 0.10
H 0.03 0.01 -0.13
H 0.16 -0.03 0.04
H -0.01 0.07 -0.06
H -0.03 0.02 -0.15
H 0.08 0.05 -0.05
H -0.07 0.04 -0.01
H -0.17 0.07 0.12
H 0.14 -0.21 0.11
H 0.10 -0.15 0.01
H 0.09 0.04 -0.12
H 0.12 -0.14 0.06
H 0.05 0.00 -0.01
H -0.02 -0.06 -0.05
H -0.09 0.07 -0.05
H 0.01 0.03 0.08
H 0.03 -0.01 0.10
H -0.03 -0.03 -0.07
H 0.11 -0.05 -0.21
H 0.01 -0.04 0.07
H -0.01 -0.02 -0.07
H -0.03 -0.04 0.05
H -0.14 0.02 -0.09
H -0.07 -0.08 -0.13
H -0.04 0.04 0.09
H -0.04 0.07 0.04
H 0.06 0.02 -0.01
C -0.02 0.03 0.02
F 0.00 -0.03 -0.02
F 0.02 -0.02 0.00
F 0.02 -0.01 -0.03
S 0.09 -0.05 -0.06
O -0.04 0.02 0.02
O -0.04 0.01 0.01
O -0.05 0.07 0.09

For the largest force on an atom, the calculation gives 0.011 hartree/bohr. For the total energy, the calculation gives -1962.210633 hartree. For the HOMO energy, the calculation gives -0.2135 hartree. The total charge is -1. Its HOMO-LUMO gap is 8.06 eV. Its spin multiplicity is 1. The energy above the lowest of the compared OMol25 structures with the same formula, charge and spin comes out at 0.0 kcal per mole. The calculation puts the LUMO energy at 2.2 eV.

---

Molecular formula: C4HO3
Method: DFT, the ωB97M-V functional and the def2-TZVPD basis

Last column: Löwdin charge in e.
Positions of all 8 atoms, in Å:
C (-1.6989, 0.3702, 0.2941)  0.08
C (-0.9264, -0.5388, -0.0193)  -0.08
C (0.3729, -0.9456, -0.4591)  -0.37
O (0.9435, -1.8982, -0.7649)  0.09
C (1.2145, 0.6079, 0.0055)  -0.73
O (1.4904, 0.5791, 1.1657)  0.02
O (1.2533, 1.3933, -0.8965)  0.00
H (-2.6492, 0.4320, 0.6745)  -0.02

Atomic forces in eV per Å
C 1.31 -1.39 -0.37
C -0.54 -0.05 -0.52
C -0.41 5.92 2.63
O 1.59 -4.49 -1.62
C -1.33 -1.68 -1.29
O 0.86 -0.41 2.40
O 0.43 1.39 -1.83
H -1.91 0.70 0.60

For the largest force on an atom, the calculation gives 0.126 hartree/bohr. For the total energy, the calculation gives -378.689979 hartree. For the HOMO energy, the calculation gives -0.1123 hartree. The total charge is -1. Its HOMO-LUMO gap is 7.12 eV. Its spin multiplicity is 1. The energy above the lowest of the compared OMol25 structures with the same formula, charge and spin comes out at 25.5 kcal per mole. The calculation puts the LUMO energy at 4.1 eV. The structure (SMILES) is C#CC(=O)C(=O)[O-].